{
  "formula": "C27H25AsAuN2O10P2",
  "method": "wB97M-V/def2-TZVPD",
  "total_charge": 1,
  "gap_ha": 0.223,
  "symbols": ["Au", "N", "C", "C", "P", "O", "O", "O", "P", "O", "O", "O", "H", "H", "H", "H", "H", "H", "H", "H", "O", "C", "O", "C", "C", "C", "C", "C", "C", "N", "O", "O", "H", "H", "H", "H", "C", "C", "C", "C", "C", "C", "As", "C", "C", "C", "C", "C", "C", "C", "C", "C", "C", "C", "C", "H", "H", "H", "H", "H", "H", "H", "H", "H", "H", "H", "H", "H"],
  "coordinates": [[-0.740051, -0.917024, 0.270530], [-0.190271, -5.735606, 0.489090], [-0.147927, -4.218877, 0.585223], [0.351921, -3.847213, 1.981826], [1.019579, -3.586376, -0.692085], [0.476461, -4.469684, -1.934592], [2.410759, -3.922931, -0.359635], [0.664977, -2.112064, -0.899103], [-1.917170, -3.705701, 0.338791], [-2.063012, -3.312436, -1.206374], [-2.718721, -4.889351, 0.710961], [-2.039802, -2.357930, 1.061907], [0.408996, -6.160494, 1.195975], [0.108862, -6.050129, -0.437415], [-1.183623, -6.005631, 0.649122], [1.309958, -4.336926, 2.167475], [-0.371202, -4.126953, 2.749512], [0.522217, -2.774538, 2.067061], [1.136671, -4.563738, -2.632999], [-2.519518, -3.979357, -1.733212], [-0.738317, -0.027738, 4.137262], [-0.981324, 0.274666, 3.000303], [-0.092364, -0.117699, 2.046265], [-2.086383, 1.204706, 2.614294], [-2.334288, 2.258106, 3.495158], [-3.253806, 3.250209, 3.191424], [-3.946518, 3.219234, 1.990802], [-3.701505, 2.158028, 1.140093], [-2.814833, 1.145467, 1.436109], [-4.362382, 2.123608, -0.181977], [-5.298726, 2.866400, -0.358897], [-3.901516, 1.363034, -1.014654], [-1.788357, 2.285888, 4.429169], [-3.427321, 4.058600, 3.888288], [-4.654633, 3.986091, 1.713527], [-2.760761, 0.324794, 0.734382], [-1.083509, 5.046407, 0.184566], [-1.236492, 4.448591, -1.057844], [-0.731246, 3.175722, -1.283032], [-0.071603, 2.524792, -0.246532], [0.077545, 3.111670, 1.007701], [-0.425479, 4.384920, 1.214965], [0.677631, 0.809223, -0.548696], [2.479397, 0.625862, -0.004118], [3.029386, 0.720140, 1.261044], [4.408525, 0.598282, 1.383314], [5.193852, 0.380970, 0.257520], [4.627383, 0.278352, -1.004978], [3.251150, 0.395139, -1.150329], [2.511552, 0.295552, -2.434229], [3.070257, 0.011735, -3.672600], [2.250124, -0.093070, -4.788508], [0.872724, 0.073127, -4.690786], [0.293103, 0.356553, -3.459803], [1.124935, 0.482658, -2.364023], [-1.479530, 6.039361, 0.352056], [-1.748971, 4.971682, -1.853642], [-0.848538, 2.711428, -2.253285], [0.585377, 2.591816, 1.809850], [-0.305751, 4.859288, 2.179615], [2.408594, 0.858507, 2.135379], [4.867422, 0.665885, 2.359990], [6.265682, 0.283035, 0.365053], [5.261187, 0.100121, -1.862969], [4.136065, -0.140783, -3.776242], [2.693350, -0.314953, -5.750082], [0.250308, -0.019435, -5.570086], [-0.780518, 0.467003, -3.372896]],
  "forces_ev_per_a": [[1.3827, -0.0887, -0.0438], [-0.0120, -0.0312, 0.0676], [0.0105, -0.0872, -0.1771], [-0.0050, -0.0157, 0.0290], [0.0661, 0.0430, 0.1744], [-0.0633, 0.0441, -0.0666], [0.0099, -0.0300, -0.0245], [-0.4604, 0.0598, -0.2938], [-0.1217, 0.3779, 0.0634], [-0.1172, -0.0483, 0.0222], [0.0173, -0.0368, 0.0681], [0.0680, -0.3178, -0.0472], [0.0528, -0.0147, -0.0513], [-0.0396, 0.0159, -0.0211], [0.0081, 0.0407, 0.0379], [0.0065, 0.0226, 0.0005], [0.0051, -0.0094, 0.0010], [-0.0406, -0.0074, -0.0019], [0.0586, -0.0511, 0.0302], [0.0103, -0.0240, -0.0113], [-0.2383, 0.2527, -0.0443], [0.7384, -0.4997, 0.0304], [-1.1099, 0.4527, 0.0757], [-0.2211, 0.2445, 0.0384], [0.0058, -0.0516, 0.1192], [-0.0399, -0.0078, 0.0008], [0.0463, -0.0831, 0.0084], [-0.0299, 0.1208, -0.1200], [0.1054, -0.0447, 0.0033], [0.0040, -0.0177, 0.1350], [-0.0057, 0.0380, -0.0418], [0.0102, -0.0234, -0.0236], [0.0072, 0.0046, -0.0070], [0.0172, -0.0065, 0.0122], [-0.0067, -0.0035, -0.0130], [0.0873, -0.0296, -0.0255], [-0.0008, 0.0244, 0.0279], [-0.0326, -0.0635, -0.0266], [-0.0621, 0.0691, 0.0384], [-0.0036, -0.0247, 0.0888], [0.0064, 0.1217, -0.0236], [-0.0291, -0.0497, -0.0195], [-0.0500, -0.1799, -0.0275], [-0.0184, -0.0490, -0.0472], [0.1169, -0.0329, 0.0357], [-0.0469, -0.0122, -0.0124], [-0.0191, 0.0169, 0.0822], [-0.1449, -0.0220, -0.0046], [0.1110, 0.0013, -0.0536], [-0.0455, -0.0256, -0.0283], [-0.0368, 0.0024, 0.0532], [-0.0914, 0.0104, -0.0096], [0.0301, 0.0115, 0.0332], [0.0605, 0.0216, -0.1395], [0.0451, -0.0140, 0.1617], [0.0091, 0.0053, -0.0012], [-0.0011, -0.0061, -0.0060], [0.0243, -0.0034, -0.0070], [0.0186, -0.0149, -0.0197], [-0.0081, 0.0028, -0.0003], [-0.0209, 0.0107, -0.0049], [0.0050, -0.0081, -0.0028], [0.0015, 0.0060, 0.0128], [-0.0152, 0.0104, -0.0112], [0.0013, 0.0140, 0.0108], [-0.0099, 0.0002, -0.0072], [0.0069, -0.0127, -0.0033], [-0.0068, 0.0027, 0.0077]],
  "lowdin_charge": [1.0542, 0.1872, -0.5021, -0.0659, 0.3238, -0.1442, -0.2597, -0.4037, 0.3359, -0.1456, -0.2642, -0.3892, 0.1663, 0.1474, 0.1323, 0.0936, 0.1027, 0.0695, 0.0982, 0.0999, 0.1407, -0.5311, -0.2134, -0.1317, 0.0039, -0.0343, 0.0192, -0.1284, 0.0199, -0.3438, 0.1071, 0.0622, 0.1308, 0.1189, 0.1280, 0.0839, -0.0501, -0.0532, -0.0821, -0.3443, -0.0935, -0.0568, 1.3915, -0.2712, -0.0590, -0.0488, -0.0391, 0.0030, -0.1775, -0.1813, 0.0015, -0.0432, -0.0550, -0.0752, -0.3010, 0.1168, 0.1175, 0.1005, 0.1052, 0.1182, 0.1036, 0.1148, 0.1166, 0.1160, 0.1161, 0.1153, 0.1134, 0.1131]
}

{
  "formula": "C33H35F6N3O7P5STeV",
  "method": "wB97M-V/def2-TZVPD",
  "total_charge": 1,
  "gap_ha": [0.267, 0.192],
  "spin_multiplicity": 4,
  "symbols": ["V", "C", "C", "O", "P", "O", "O", "O", "P", "O", "O", "O", "H", "H", "H", "H", "H", "H", "H", "Te", "C", "C", "C", "N", "C", "C", "C", "P", "C", "C", "C", "C", "C", "C", "C", "C", "C", "C", "C", "C", "P", "C", "C", "C", "C", "C", "C", "C", "C", "C", "C", "C", "C", "H", "H", "H", "H", "H", "H", "H", "H", "H", "H", "H", "H", "H", "H", "H", "H", "H", "H", "H", "H", "H", "H", "H", "H", "F", "P", "F", "F", "F", "F", "F", "N", "C", "N", "S", "H", "H", "H", "H"],
  "coordinates": [[0.930677, 1.744841, -2.113576], [0.662417, 5.999144, -2.213930], [0.599791, 4.523102, -1.886439], [1.242587, 3.701218, -2.931647], [1.649439, 4.080391, -0.351129], [-0.387022, 1.876842, 1.036401], [3.061671, 4.721972, -0.834018], [1.844482, 2.514132, -0.723944], [-1.107578, 3.868868, -1.895331], [-1.761839, 4.314303, -0.493662], [-1.856318, 4.273706, -3.089040], [-0.851845, 2.345324, -1.643798], [1.694540, 6.323401, -2.336588], [0.227243, 6.568863, -1.389995], [0.094616, 6.221906, -3.118770], [0.871375, 3.893256, -3.809102], [-0.880550, 2.330206, 0.327908], [3.391905, 4.358927, -1.669208], [-2.457831, 4.975238, -0.597840], [-2.693078, -1.779074, -0.335142], [-3.380552, -2.339457, 1.596270], [-2.727204, -3.379403, 2.245382], [-3.227665, -3.815460, 3.464380], [-4.312093, -3.296446, 4.037462], [-4.946305, -2.324596, 3.388817], [-4.524053, -1.811842, 2.167789], [-1.068471, -0.600204, 0.093745], [0.189689, -0.554990, -1.217528], [1.389095, -1.855254, -0.802835], [2.581716, -1.890939, -1.523679], [3.464250, -2.944621, -1.346926], [3.176578, -3.952170, -0.434874], [2.008490, -3.899453, 0.313579], [1.114200, -2.853822, 0.124901], [-0.763925, -1.262519, -2.601104], [-1.754350, -0.468808, -3.188691], [-2.525259, -0.974923, -4.222757], [-2.306358, -2.266601, -4.684361], [-1.314007, -3.051520, -4.114096], [-0.543626, -2.555423, -3.073977], [-0.932067, 0.469525, 1.481096], [-2.526941, 0.732267, 2.236565], [-3.546633, 1.243268, 1.427104], [-4.763611, 1.584026, 1.992563], [-4.963252, 1.414292, 3.358809], [-3.947437, 0.915507, 4.161263], [-2.721600, 0.579876, 3.604546], [0.275477, -0.060308, 2.671144], [0.114301, -1.302003, 3.289534], [1.029540, -1.717253, 4.238999], [2.108027, -0.897802, 4.562353], [2.273110, 0.328298, 3.937270], [1.355968, 0.757907, 2.988679], [-1.857064, -3.862828, 1.816953], [-2.737389, -4.621186, 3.998843], [-5.834978, -1.926079, 3.865006], [-5.078542, -1.011217, 1.697900], [2.820818, -1.104933, -2.226133], [4.381393, -2.973074, -1.920331], [3.865777, -4.776680, -0.303734], [1.785791, -4.678092, 1.032346], [0.199439, -2.818321, 0.700801], [-1.919993, 0.545612, -2.843542], [-3.285155, -0.353746, -4.678007], [-2.902680, -2.657293, -5.498299], [-1.135318, -4.052965, -4.482502], [0.231014, -3.172113, -2.638316], [-3.388176, 1.383993, 0.363114], [-5.553266, 1.985718, 1.371610], [-5.914845, 1.682308, 3.799182], [-4.103892, 0.792979, 5.224663], [-1.926754, 0.200052, 4.234233], [-0.730038, -1.932949, 3.040790], [0.902897, -2.672409, 4.732024], [2.824760, -1.223265, 5.305337], [3.124325, 0.952315, 4.172515], [1.492450, 1.705548, 2.487407], [0.507729, 1.316752, -4.115842], [1.996096, 0.798881, -4.840937], [2.580156, 1.131285, -3.244160], [1.264876, 0.545889, -6.199814], [2.261199, 2.327452, -5.176607], [1.642072, -0.659712, -4.302615], [3.429691, 0.364511, -5.290167], [4.622529, -1.617181, 1.634386], [5.015682, -0.452925, 1.079569], [6.340315, -0.215647, 1.070823], [3.917782, 0.644982, 0.449019], [5.278346, -2.335177, 1.891899], [3.650022, -1.861906, 1.556841], [7.012963, -0.853355, 1.459543], [6.660251, 0.649060, 0.673634]],
  "forces_ev_per_a": [[0.3163, 0.4875, 0.1166], [-0.0178, -0.0426, -0.0243], [0.1402, 0.1013, -0.1109], [-0.1612, -0.0424, 0.0178], [0.1212, 0.1343, 0.0481], [0.0196, -0.0372, 0.2232], [-0.0885, -0.0141, 0.0151], [-0.2766, -0.3269, -0.2561], [-0.0757, 0.2369, 0.1658], [0.0249, -0.0628, -0.0800], [-0.0067, -0.0411, 0.0688], [0.0002, -0.0657, -0.0838], [0.0128, -0.0119, 0.0067], [0.0016, 0.0104, -0.0137], [-0.0120, -0.0001, 0.0046], [0.0277, 0.0312, -0.0096], [0.0164, -0.1005, -0.1738], [0.0161, -0.0097, 0.0081], [0.0078, 0.0132, -0.0205], [0.0719, 0.0549, 0.2055], [0.1513, -0.0135, -0.1010], [0.0442, -0.0452, 0.0077], [-0.1045, 0.0795, 0.0584], [0.0475, -0.0165, -0.0442], [0.0714, -0.0556, -0.0185], [-0.1206, -0.0287, -0.0598], [-0.2286, 0.0295, -0.0081], [0.0194, -0.1783, -0.0476], [0.0107, 0.0327, -0.0221], [0.0022, 0.0054, 0.0061], [0.0065, -0.0098, 0.0063], [-0.0080, 0.0049, -0.0099], [0.0045, 0.0058, -0.0020], [-0.0050, 0.0113, 0.0351], [-0.0084, -0.0534, -0.0591], [0.0400, -0.0246, -0.0211], [0.0070, 0.0013, -0.0031], [-0.0027, 0.0108, 0.0079], [-0.0198, -0.0084, -0.0105], [0.0006, 0.0508, 0.0004], [0.0031, -0.0253, -0.0845], [0.0158, 0.0070, -0.0527], [-0.0158, 0.0544, 0.0656], [0.0536, 0.0500, 0.0067], [0.0163, 0.0251, 0.0033], [-0.0117, 0.0153, 0.0085], [-0.0134, -0.0072, 0.0253], [-0.0403, 0.0051, 0.0291], [0.0572, 0.0062, 0.0173], [0.0049, 0.0045, 0.0062], [0.0057, 0.0069, -0.0238], [0.0192, -0.0431, -0.0087], [0.0131, -0.0215, -0.0540], [0.0051, 0.0195, 0.0055], [-0.0083, -0.0026, 0.0134], [-0.0037, -0.0118, 0.0094], [0.0021, -0.0709, 0.0103], [0.0076, -0.0059, 0.0057], [-0.0033, -0.0011, 0.0021], [-0.0014, 0.0020, -0.0024], [-0.0013, 0.0078, -0.0051], [-0.0266, -0.0222, 0.0191], [-0.0003, -0.0024, 0.0044], [0.0007, -0.0051, 0.0005], [0.0031, 0.0038, 0.0005], [-0.0023, 0.0036, 0.0028], [0.0101, -0.0042, 0.0065], [0.0104, 0.0191, -0.0001], [-0.0062, 0.0045, 0.0026], [0.0028, 0.0000, 0.0025], [-0.0093, -0.0035, -0.0060], [-0.0140, 0.0240, -0.0134], [-0.0275, -0.0232, -0.0113], [0.0049, 0.0089, -0.0087], [-0.0049, 0.0016, -0.0053], [-0.0048, 0.0023, 0.0054], [0.0041, -0.0008, 0.0001], [-0.1188, -0.0801, 0.0445], [0.0510, -0.0688, -0.1042], [0.0401, -0.0790, 0.1169], [-0.0155, 0.0153, 0.0099], [-0.0050, 0.0400, 0.0443], [0.0055, -0.0093, 0.0186], [-0.0071, 0.0131, 0.0203], [-0.0229, -0.0146, 0.0597], [-0.0405, 0.0772, -0.0606], [-0.0171, -0.0186, -0.0057], [0.0415, -0.0164, 0.0647], [-0.0062, -0.0025, -0.0152], [0.0155, 0.0041, -0.0104], [-0.0032, 0.0063, 0.0109], [-0.0078, 0.0001, 0.0069]],
  "lowdin_charge": [0.8825, -0.0680, -0.6176, -0.1682, 0.8756, -0.1751, -0.2538, -0.6167, 0.3712, -0.1201, -0.2374, -0.4327, 0.0846, 0.0958, 0.0907, 0.1272, 0.0422, 0.0759, 0.0996, 1.5874, -0.5143, -0.1450, -0.1288, 0.0862, -0.1257, -0.1256, -0.7639, 0.9747, -0.3745, -0.1125, -0.0605, -0.0802, -0.0774, -0.0998, -0.4832, -0.1655, -0.0570, -0.0524, -0.0539, -0.0971, 0.8172, -0.2984, -0.1063, -0.0677, -0.0555, -0.0552, -0.0504, -0.2835, -0.0921, -0.0603, -0.0566, -0.0590, -0.0626, 0.0921, 0.1137, 0.1166, 0.0933, 0.0855, 0.1179, 0.1103, 0.1081, 0.0642, 0.0930, 0.1168, 0.1133, 0.1141, 0.1102, 0.1059, 0.1182, 0.1172, 0.1189, 0.1126, 0.0860, 0.1114, 0.1127, 0.1175, 0.1034, -0.2348, 0.2346, -0.2408, -0.0620, -0.0924, -0.1096, -0.0619, 0.1010, -0.9532, 0.0868, 0.6503, 0.1074, 0.0695, 0.1041, 0.0920]
}

| no. | E (hartree) |
| --- | --- |
| 1 | -4959.83573 |
| 2 | -5885.95153 |